Entry a
{
  "formula": "C7H7N2",
  "method": "wB97M-V/def2-TZVPD",
  "gap_ev": [4.01, 3.89],
  "e_homo_ev": [-11.65, -11.57],
  "total_charge": 1,
  "elements": ["C", "C", "C", "C", "C", "C", "C", "N", "N", "H", "H", "H", "H", "H", "H", "H"],
  "xyz": [[0.8418, -0.0970, 2.3619], [0.4121, 1.1589, 1.9376], [0.4825, -0.9941, 1.3402], [-0.1190, 1.0686, 0.6064], [-0.6009, 1.8349, -0.4119], [-1.0278, 0.7414, -1.3683], [-0.3128, -1.9910, -2.5054], [-0.1148, -0.3025, 0.3335], [-0.6255, -0.3823, -0.8563], [1.2632, -0.3952, 3.3041], [0.5510, 2.0288, 2.4873], [0.5173, -2.0426, 1.2646], [-0.4846, 2.8011, -0.6464], [-1.4302, 0.6739, -2.3915], [0.4435, -2.7227, -2.1776], [0.2039, -1.3802, -3.2781]],
  "mulliken_charge": [-0.657, -0.375, 0.255, 0.092, -0.512, -0.074, -0.379, 0.763, -0.846, 0.445, 0.507, 0.492, 0.489, 0.452, 0.176, 0.172]
}

---

Entry b
{
  "formula": "C7H7N2",
  "method": "wB97M-V/def2-TZVPD",
  "gap_ev": 7.27,
  "e_homo_ev": -13.72,
  "total_charge": 1,
  "elements": ["C", "C", "C", "C", "C", "C", "C", "N", "N", "H", "H", "H", "H", "H", "H", "H"],
  "xyz": [[-2.4044, 0.3103, 0.0721], [-1.9314, -0.9539, 0.1279], [-1.5529, 1.4465, -0.2436], [-0.5141, -1.2638, 0.1633], [-0.2513, 1.2519, -0.0963], [0.2609, -0.2142, 0.2015], [2.7847, -0.1381, 0.0044], [1.1263, 1.5132, -0.4056], [1.5219, 0.4035, -0.0544], [-3.5658, 0.3767, -0.0314], [-2.6124, -1.7720, 0.3758], [-1.9420, 2.5391, -0.5036], [-0.1622, -2.2389, 0.1230], [2.5636, -1.1164, -0.4983], [2.9622, -0.4882, 1.0885], [3.7169, 0.3442, -0.3232]],
  "mulliken_charge": [-0.347, -0.308, -0.312, -0.556, 0.240, 0.255, -0.527, -0.669, 0.848, 0.304, 0.357, 0.311, 0.455, 0.303, 0.319, 0.327]
}

---

Which structure wins on stability? entry b wins.

---

Entry a
{
  "formula": "C3H8N2S2",
  "method": "wB97M-V/def2-TZVPD",
  "gap_ev": 7.92,
  "e_homo_ev": -8.20,
  "total_charge": 0,
  "elements": ["C", "C", "C", "N", "N", "S", "S", "H", "H", "H", "H", "H", "H", "H", "H"],
  "xyz": [[0.1965, -1.3933, 2.0232], [0.6513, 0.0409, -0.5700], [0.4713, 1.3681, -1.1711], [-0.6804, -1.3947, 0.9613], [-0.6808, -0.1989, 0.3260], [1.9595, -0.1017, 0.5523], [0.4455, -1.1759, -1.9690], [0.2571, -0.4075, 2.4089], [0.3852, -2.2901, 2.6310], [-0.2446, 1.4904, -1.9092], [1.3964, 1.8235, -1.3865], [0.1790, 1.8940, -0.2708], [-0.5533, -2.1265, 0.2393], [-0.7140, 0.4373, 1.0657], [-0.8667, -0.9334, -1.7224]],
  "mulliken_charge": [-0.544, 0.434, -1.218, -0.115, -0.593, -0.231, -0.235, 0.336, 0.278, 0.390, 0.363, 0.301, 0.306, 0.354, 0.174]
}

---

Entry b
{
  "formula": "C3H8N2S2",
  "method": "wB97M-V/def2-TZVPD",
  "gap_ev": 8.86,
  "e_homo_ev": -8.25,
  "total_charge": 0,
  "smiles": "NC(=S)[C@H](N)CS",
  "elements": ["N", "C", "S", "C", "N", "C", "S", "H", "H", "H", "H", "H", "H", "H", "H"],
  "xyz": [[1.1527, 1.0932, 1.2688], [1.0879, 0.3396, 0.1811], [2.0868, -0.9601, -0.2152], [-0.0449, 0.6575, -0.8650], [-0.7562, 1.8840, -0.5666], [-1.0082, -0.5873, -0.9349], [-2.1034, -0.7886, 0.5665], [0.3158, 1.5730, 1.5816], [1.9148, 0.8652, 1.8870], [0.4587, 0.7437, -1.8513], [-0.3819, 2.7749, -0.6934], [-1.7261, 1.8063, -0.2949], [-1.7035, -0.5009, -1.7837], [-0.4627, -1.5230, -1.1294], [-1.1341, -1.0593, 1.4594]],
  "mulliken_charge": [-0.281, -0.248, -0.302, 0.403, -0.515, -0.912, -0.203, 0.282, 0.233, 0.300, 0.169, 0.154, 0.390, 0.405, 0.126]
}

---

Which structure wins on stability? entry b wins.

---

Entry a
{
  "formula": "C3H9N3S",
  "method": "wB97M-V/def2-TZVPD",
  "gap_ev": 8.48,
  "e_homo_ev": -8.14,
  "total_charge": 0,
  "smiles": "CN(C)/N=C\\NS",
  "elements": ["C", "N", "C", "N", "C", "N", "S", "H", "H", "H", "H", "H", "H", "H", "H", "H"],
  "xyz": [[-1.9720, 0.7881, -0.0076], [-0.7187, 0.2784, -0.1031], [-0.7141, -1.0262, -0.7424], [0.2781, 1.2153, -0.5866], [1.4906, 0.8636, -0.1945], [1.6617, -0.1498, 0.6438], [3.0166, -0.2204, 1.6674], [-2.8250, 0.0987, 0.3184], [-2.4814, 1.2900, -0.9511], [-1.8567, 1.6369, 0.5734], [-1.5042, -1.6091, -0.2470], [0.1616, -1.5771, -0.8441], [-1.1118, -0.9017, -1.8190], [2.3717, 1.4216, -0.3708], [0.6479, -0.3505, 1.1295], [3.5557, -1.7578, 1.5337]],
  "mulliken_charge": [-0.773, 0.308, -0.942, -0.814, -0.092, -0.253, -0.187, 0.200, 0.260, 0.320, 0.300, 0.358, 0.309, 0.444, 0.419, 0.141]
}

---

Entry b
{
  "formula": "C3H9N3S",
  "method": "wB97M-V/def2-TZVPD",
  "gap_ev": 8.90,
  "e_homo_ev": -8.10,
  "total_charge": 0,
  "smiles": "CN/N=C\\NSC",
  "elements": ["C", "N", "N", "C", "N", "S", "C", "H", "H", "H", "H", "H", "H", "H", "H", "H"],
  "xyz": [[1.1787, -2.3149, 0.5117], [0.0453, -1.4433, 0.2939], [-0.1491, -0.4934, 1.2736], [-1.0874, 0.3524, 1.0612], [-1.7845, 0.6149, -0.1674], [-0.9804, 0.9988, -1.6430], [0.3607, 2.0284, -1.1755], [1.3177, -2.9494, -0.3687], [2.0964, -1.7652, 0.7775], [1.0260, -2.9230, 1.4066], [-0.0628, -1.0322, -0.6136], [-1.4013, 1.0209, 1.8465], [-2.5857, 1.2174, -0.0039], [0.0281, 2.7835, -0.5108], [1.1217, 1.3891, -0.6586], [0.8767, 2.5160, -2.0295]],
  "mulliken_charge": [-0.772, 0.010, -0.517, -0.086, -0.360, -0.140, -0.685, 0.344, 0.300, 0.225, 0.214, 0.350, 0.295, 0.270, 0.224, 0.327]
}

---

Entry c
{
  "formula": "C3H9N3S",
  "method": "wB97M-V/def2-TZVPD",
  "gap_ev": 9.07,
  "e_homo_ev": -8.18,
  "total_charge": 0,
  "smiles": "CC/C(=N\\S)NN",
  "elements": ["C", "C", "C", "N", "S", "N", "N", "H", "H", "H", "H", "H", "H", "H", "H", "H"],
  "xyz": [[-1.0596, 1.7167, -0.4668], [-0.4495, 0.9708, 0.6726], [0.2158, -0.2941, 0.2019], [-0.3029, -1.4467, -0.0260], [-2.0761, -1.5294, 0.0385], [1.6226, -0.2284, 0.0841], [2.4512, -1.3130, -0.1526], [-1.4370, 2.6758, -0.1579], [-0.3097, 1.8938, -1.2411], [-1.8990, 1.2059, -0.9822], [0.2975, 1.5165, 1.2341], [-1.2386, 0.7737, 1.4390], [-2.1830, -2.8712, -0.2099], [1.9046, 0.7062, -0.2430], [2.4559, -1.9422, 0.7122], [2.0079, -1.8342, -0.9031]],
  "mulliken_charge": [-0.887, -0.787, 0.684, -0.575, -0.203, -0.042, -0.702, 0.336, 0.299, 0.279, 0.313, 0.335, 0.156, 0.239, 0.278, 0.277]
}

---

Which structure wins on stability? entry c wins.